The following is a quantum chemistry calculation of C32H40N4O12 as an isolated structure in a non-equilibrium geometry, from OMol25.

Output
LUMO level: -0.0504 Ha
HOMO: -0.307 Eh
HOMO-LUMO gap: 6.98 eV

The geometry in ORCA input format:
```
! RIJCOSX wB97M-V def2-TZVPD def2/J DEFGRID3
* xyz 0 1
C 3.58401 0.75527 -0.11984
C 4.74788 0.07762 0.28306
C 5.08868 -1.10453 -0.24475
C 4.14041 -1.70285 -1.11453
C 2.95426 -1.06730 -1.45762
C 2.74299 0.26395 -1.11774
N 4.40994 -3.13617 -1.61055
O 5.56612 -3.63315 -1.49461
O 3.52254 -3.63078 -2.28648
H 3.65518 1.81388 0.08186
H 5.31846 0.52972 1.08083
H 6.04547 -1.55462 -0.02482
H 2.20520 -1.45270 -2.13345
H 2.00539 0.88426 -1.60515
C -1.85020 -0.34913 2.66675
C -0.55514 0.18997 2.65922
C -0.01340 0.77058 1.51283
C -0.75508 0.85987 0.34965
C -2.06773 0.33572 0.35134
C -2.61744 -0.22004 1.48288
N -0.04217 1.33977 -0.87052
O -0.63391 1.32598 -1.94949
O 1.09526 1.77592 -0.71740
H -2.38026 -0.86374 3.45454
H 0.05776 0.07841 3.54144
H 1.03370 1.02703 1.57779
H -2.61463 0.44822 -0.57313
H -3.54550 -0.77209 1.50176
C -1.85816 -4.62595 0.98665
C -0.51763 -4.73198 0.58723
C 0.50638 -3.91876 1.07151
C 0.16867 -3.08581 2.13433
C -1.19433 -2.96031 2.54205
C -2.16966 -3.69623 1.98184
N 1.20720 -2.13824 2.78088
O 0.76441 -1.42035 3.71368
O 2.28655 -2.26282 2.35284
H -2.62407 -5.23996 0.53634
H -0.47258 -5.45323 -0.21537
H 1.52329 -4.01911 0.72190
H -1.40799 -2.27084 3.34540
H -3.16294 -3.55031 2.37996
C 0.03930 -0.02700 7.67607
C -1.24918 0.42801 8.02466
C -2.40385 0.15604 7.26606
C -2.24106 -0.55758 6.09886
C -0.88797 -1.06904 5.76253
C 0.20107 -0.65783 6.52244
N -3.39735 -0.87502 5.26481
O -3.24086 -1.76890 4.44856
O -4.47695 -0.33386 5.52130
H 0.89271 0.10161 8.32534
H -1.31475 0.99191 8.94342
H -3.34731 0.56346 7.59815
H -0.74837 -1.68687 4.88777
H 1.21145 -0.99844 6.35062
C -2.04764 0.50266 -2.88610
O -3.16671 0.25922 -3.74442
C -4.40622 0.64030 -3.07917
C -4.91769 2.08386 -3.50854
O -3.95010 3.13218 -3.45657
C -3.93439 4.00488 -4.58865
H -1.13167 0.46672 -3.47586
H -2.06530 -0.32408 -2.17598
H -2.12390 1.47304 -2.39552
H -4.32482 0.63934 -1.99221
H -5.16638 -0.09597 -3.34029
H -5.78522 2.34607 -2.90296
H -5.30165 1.97313 -4.52265
H -3.08975 4.67026 -4.40993
H -4.88561 4.53705 -4.58070
H -3.67844 3.55416 -5.54753
C 3.69333 2.42607 -6.23277
O 4.35467 2.03408 -5.07522
C 3.72136 1.04534 -4.20800
C 2.34121 1.43847 -3.76702
O 2.22796 2.82407 -3.31650
C 2.22687 2.97848 -1.91474
H 4.05438 3.33196 -6.71971
H 2.67472 2.61988 -5.89666
H 3.66974 1.56936 -6.90627
H 4.30369 0.58918 -3.40744
H 3.55074 0.12459 -4.76587
H 2.06557 0.70845 -3.00598
H 1.55503 1.27388 -4.50385
H 2.31352 4.04163 -1.69045
H 2.81833 2.28250 -1.31986
H 1.22030 2.96747 -1.49664
*
```

Atom charges from the Mulliken analysis, given in e for atoms 1 to 6: -0.909, -0.848, -0.650, -0.526, -0.296, 1.784